Arrangement a

Entry from the Open Molecules 2025 dataset: a structure of composition CH2N2S (ωB97M-V/def2-TZVPD).

Each line ends with the Mulliken charge.
Cartesian coordinates (Å):
C (-1.086, 0.758, -0.064)  0.1395
N (-2.035, 1.321, -0.386)  -0.3362
N (0.532, -0.026, 0.641)  -0.2514
S (1.219, -0.883, -0.478)  -0.0182
H (1.081, 0.813, 0.783)  0.2841
H (0.289, -1.983, -0.495)  0.1823

Calculated values
highest occupied orbital energy	-9.68	eV
total charge	0
multiplicity	1
orbital gap	8.6018	eV



Arrangement b

Entry from the Open Molecules 2025 dataset: the molecule CH2N2S (ωB97M-V/def2-TZVPD).

Each line ends with the Mulliken charge.
Cartesian coordinates (Å):
N (0.584, 0.191, 2.056)  -0.4623
C (0.318, -0.204, 0.912)  0.4291
N (0.078, -0.658, -0.261)  -0.3569
S (-0.373, 0.541, -1.573)  -0.0801
H (-0.451, -1.545, -0.233)  0.3060
H (-0.156, 1.676, -0.901)  0.1642

Calculated values
SMILES	N#CNS
highest occupied orbital energy	-9.43	eV
total charge	0
multiplicity	1
orbital gap	9.1318	eV



Which is the most stable structure? arrangement b is the most stable.